No. 1
80
Properties=species:S:1:pos:R:3:forces:R:3 method="wB97M-V/def2-TZVPD" total_charge=+3 homo_lumo_gap_ha=0.2366 multiplicity=1 e_lumo_ev=-10.544 e_tot_ha=-2866.105653 relative_energy_ev=0.000
Os 0.343 -0.563 -0.318 0.0 0.8 -0.2
O 2.627 -1.827 1.459 0.4 -0.6 0.0
S 1.699 -0.728 1.476 -0.8 0.8 -0.3
C 0.650 -0.813 2.919 0.0 0.0 -0.1
C 1.200 -0.839 4.190 0.1 -0.1 0.1
C 0.358 -0.911 5.290 0.0 0.0 0.1
C -1.021 -0.952 5.125 0.0 0.0 0.0
C -1.569 -0.957 3.851 0.0 0.0 0.0
C -0.730 -0.906 2.739 -0.2 0.1 -0.1
P -1.428 -1.103 1.093 0.0 -0.3 0.3
C -1.659 -2.845 0.751 -0.1 0.0 -0.2
C -1.966 -3.246 -0.559 -0.1 0.1 0.0
C -2.218 -4.578 -0.828 0.0 0.0 0.0
C -2.166 -5.515 0.200 0.0 0.0 0.0
C -1.865 -5.122 1.498 0.0 0.0 0.0
C -1.608 -3.790 1.779 0.2 0.0 0.0
C -2.934 -0.159 0.991 0.1 0.0 0.0
C -2.954 1.131 1.534 0.0 0.0 0.0
C -4.128 1.862 1.506 0.0 0.0 0.0
C -5.272 1.316 0.933 0.0 0.0 0.0
C -5.250 0.037 0.386 0.0 0.0 0.0
C -4.083 -0.708 0.413 0.0 0.0 0.0
C 2.618 0.810 1.599 -0.1 -0.1 -0.1
C 3.554 0.968 2.609 0.2 -0.1 0.1
C 4.423 2.049 2.565 0.0 0.1 0.0
C 4.388 2.942 1.501 0.0 0.0 0.0
C 3.456 2.778 0.487 0.0 0.0 0.1
C 2.543 1.727 0.547 -0.1 0.0 0.0
P 1.262 1.564 -0.709 0.1 0.0 0.0
C 0.005 2.840 -0.594 0.1 -0.1 0.2
C 0.345 4.120 -0.147 0.0 0.0 0.1
C -0.610 5.123 -0.147 0.0 0.0 0.0
C -1.900 4.855 -0.589 0.0 0.0 0.0
C -2.240 3.583 -1.030 -0.1 0.0 0.0
C -1.295 2.571 -1.030 0.1 0.2 0.0
C 2.043 1.575 -2.316 -0.1 0.0 0.1
C 3.209 0.823 -2.511 0.0 0.0 0.0
C 3.818 0.830 -3.750 0.0 0.0 0.0
C 3.268 1.574 -4.791 0.0 0.0 0.0
C 2.107 2.315 -4.597 0.0 0.0 0.0
C 1.484 2.315 -3.360 0.0 0.0 0.0
H 2.268 -0.843 4.348 0.0 0.0 0.0
H 0.785 -0.936 6.284 0.0 0.0 0.0
H -1.669 -1.001 5.991 0.0 0.0 0.0
H -2.642 -1.011 3.718 0.0 0.0 0.0
H -2.033 -2.519 -1.364 0.0 -0.1 0.1
H -2.464 -4.889 -1.834 0.0 0.0 0.0
H -2.367 -6.557 -0.014 0.0 0.0 0.0
H -1.832 -5.854 2.293 0.0 0.0 0.0
H -1.365 -3.498 2.791 0.0 0.0 0.0
H -2.068 1.557 1.993 0.0 0.0 0.0
H -4.158 2.852 1.941 0.0 0.0 0.0
H -6.192 1.886 0.923 0.0 0.0 0.0
H -6.148 -0.385 -0.044 0.0 0.0 0.0
H -4.077 -1.713 0.012 0.0 0.0 0.0
H 3.670 0.243 3.402 0.0 0.0 -0.1
H 5.158 2.170 3.350 0.0 0.0 0.0
H 5.096 3.758 1.456 0.0 0.0 0.0
H 3.446 3.459 -0.355 0.0 0.0 0.0
H 1.346 4.344 0.199 0.0 0.0 0.0
H -0.347 6.116 0.192 0.0 0.0 0.0
H -2.641 5.643 -0.594 0.0 0.0 0.0
H -3.244 3.377 -1.379 0.0 0.0 0.0
H -1.571 1.594 -1.392 -0.1 -0.3 -0.1
H 3.644 0.251 -1.698 0.0 0.0 0.0
H 4.727 0.265 -3.909 0.0 0.0 0.0
H 3.754 1.584 -5.757 0.0 0.0 0.0
H 1.695 2.901 -5.408 0.0 0.0 0.0
H 0.587 2.902 -3.206 0.0 0.0 0.0
C 0.943 -3.382 -3.846 0.1 -0.1 0.0
C 0.193 -2.211 -3.874 -0.2 0.3 -0.1
C 0.148 -1.399 -2.749 0.0 -0.3 -0.2
C 0.883 -1.825 -1.635 0.0 0.0 0.3
C 1.645 -2.977 -1.588 0.3 -0.3 0.1
C 1.672 -3.770 -2.718 0.0 0.0 0.0
H 0.968 -4.002 -4.733 0.0 0.0 0.0
H -0.338 -1.924 -4.772 0.0 0.0 0.0
H -0.411 -0.460 -2.775 -0.1 0.0 0.0
H 2.182 -3.206 -0.677 0.1 -0.2 0.0
H 2.254 -4.682 -2.735 0.0 0.0 0.0

No. 2
83
Properties=species:S:1:pos:R:3:forces:R:3 method="wB97M-V/def2-TZVPD" total_charge=-2 homo_lumo_gap_ha=0.2125 multiplicity=1 e_lumo_ev=3.590 e_tot_ha=-8450.326749 relative_energy_ev=0.550
Ca 1.102 0.128 -0.403 -0.2 0.2 0.3
O -4.711 0.721 -4.775 -0.2 -0.1 0.3
C -4.076 -0.338 -4.611 0.4 0.2 -0.7
O -4.138 -1.414 -5.238 -0.1 -0.1 0.2
C -2.922 -0.250 -3.589 -0.1 0.0 0.3
C -1.943 -1.231 -3.543 -0.1 0.0 -0.1
C -0.856 -1.065 -2.702 0.1 0.0 0.0
N -0.739 0.001 -1.904 -0.3 -0.1 -0.1
C -1.687 0.940 -1.914 0.1 0.1 0.0
C -2.792 0.844 -2.749 0.0 0.0 -0.1
C -1.431 2.150 -1.065 0.0 -0.1 -0.1
C -2.329 3.211 -1.043 0.0 0.1 0.0
C -2.022 4.336 -0.302 0.0 0.0 0.0
C -0.822 4.386 0.387 0.0 0.0 0.0
C 0.010 3.283 0.320 0.0 -0.1 0.1
N -0.282 2.191 -0.376 -0.3 0.1 -0.2
C 0.304 -2.011 -2.718 -0.1 0.1 -0.1
C 0.213 -3.258 -3.332 0.0 0.0 0.0
C 1.314 -4.086 -3.334 0.0 0.0 0.0
C 2.491 -3.656 -2.736 0.0 0.0 0.0
C 2.499 -2.402 -2.160 0.0 0.1 0.0
N 1.441 -1.594 -2.154 -0.1 -0.2 -0.1
H -2.059 -2.075 -4.208 0.0 0.0 0.0
H -3.554 1.606 -2.815 0.0 0.0 0.0
H -3.263 3.146 -1.578 0.0 0.0 0.0
H -2.719 5.164 -0.262 0.0 0.0 0.0
H -0.536 5.248 0.974 0.0 0.0 0.0
H 0.949 3.259 0.862 0.0 0.0 0.0
H -0.721 -3.581 -3.766 0.0 0.0 0.0
H 1.254 -5.068 -3.787 0.0 0.0 0.0
H 3.376 -4.276 -2.705 0.0 0.0 0.0
H 3.388 -2.012 -1.673 0.0 0.0 0.0
O 4.719 2.500 -1.435 0.1 0.0 0.0
C 3.761 1.707 -1.410 0.0 -0.2 0.0
N 3.238 1.075 -0.367 0.3 0.3 0.1
C 3.862 1.423 0.891 -0.1 -0.1 0.1
C 3.009 1.101 2.105 0.1 0.0 0.0
C 3.606 1.070 3.367 0.0 0.0 0.0
C 2.825 0.826 4.479 0.0 0.0 0.0
C 1.462 0.618 4.313 -0.1 0.0 0.0
C 0.945 0.650 3.033 0.0 0.0 -0.1
N 1.703 0.885 1.955 0.2 0.1 -0.1
C 3.109 1.353 -2.736 0.0 0.1 0.0
C 3.919 0.924 -3.785 0.0 0.0 0.0
C 3.328 0.572 -4.982 0.0 0.0 0.0
C 1.951 0.698 -5.114 0.0 0.0 0.0
C 1.231 1.159 -4.028 -0.1 0.1 0.1
N 1.784 1.467 -2.852 0.3 -0.2 0.1
H 4.107 2.493 0.929 0.0 0.0 0.0
H 4.826 0.911 1.017 0.0 0.0 0.0
H 4.673 1.231 3.455 0.0 0.0 0.0
H 3.272 0.788 5.465 0.0 0.0 0.0
H 0.808 0.408 5.149 0.0 0.0 0.0
H -0.109 0.462 2.835 0.0 0.0 0.0
H 4.988 0.876 -3.631 0.0 0.0 0.0
H 3.928 0.207 -5.807 0.0 0.0 0.0
H 1.437 0.441 -6.031 0.0 0.0 0.0
H 0.154 1.275 -4.089 0.0 0.0 0.0
Br 1.539 -3.123 6.045 0.0 0.0 0.0
C 0.925 -3.852 4.400 0.0 0.0 -0.1
C 0.540 -5.181 4.349 0.0 0.0 0.1
N 0.101 -5.753 3.231 0.0 0.1 0.0
C 0.035 -4.991 2.137 0.0 0.0 0.0
C 0.412 -3.655 2.097 0.0 0.0 0.0
C 0.871 -3.068 3.265 0.0 0.0 0.0
C 0.345 -2.861 0.801 0.1 0.2 0.0
O -0.193 -3.385 -0.173 0.0 -0.1 0.0
O 0.892 -1.714 0.864 -0.1 -0.3 0.1
H 0.591 -5.797 5.240 0.0 0.0 0.0
H -0.336 -5.448 1.229 0.0 0.0 0.0
H 1.174 -2.030 3.259 0.0 0.0 0.0
F -6.260 3.347 4.800 0.0 0.0 0.0
C -5.419 2.590 4.068 0.0 0.0 0.0
C -4.605 1.650 4.671 0.0 0.0 0.0
F -4.656 1.495 6.009 0.0 0.0 0.0
C -3.743 0.883 3.907 0.0 0.0 0.2
F -2.983 0.008 4.588 0.0 0.0 -0.1
C -3.638 0.994 2.521 0.3 -0.1 -0.2
Se -2.447 -0.062 1.483 -0.2 0.0 0.2
C -4.476 1.956 1.958 -0.2 0.2 0.0
F -4.475 2.179 0.634 0.0 -0.1 0.0
C -5.345 2.740 2.697 0.0 0.0 0.0
F -6.123 3.657 2.092 0.0 0.0 0.0

No. 3
21
Properties=species:S:1:pos:R:3:forces:R:3 method="wB97M-V/def2-TZVPD" homo_lumo_gap_ha=0.2699 multiplicity=1 e_lumo_ev=0.880 e_tot_ha=-362.435086 relative_energy_ev=4.005
C 1.546 -0.990 0.347 -0.3 0.2 0.0
C 1.723 -2.258 1.173 0.0 0.1 -0.1
N 0.122 -0.673 0.113 -0.9 0.5 0.7
H -0.330 -1.402 -0.435 0.0 0.3 -0.2
H -0.459 -0.561 0.962 0.6 -0.3 -0.1
H 2.018 -1.086 -0.632 0.0 0.1 0.0
H 1.974 -0.121 0.845 0.0 0.0 0.0
H 2.782 -2.448 1.341 0.0 0.0 0.0
H 1.302 -3.127 0.665 0.0 0.0 0.0
H 1.242 -2.159 2.148 0.0 0.0 0.0
C -0.303 0.914 -0.543 -0.9 0.3 1.1
N 0.522 1.851 0.095 -0.1 -0.4 0.2
C -2.888 1.151 0.078 0.1 0.2 -0.6
C -0.502 0.882 -1.875 0.0 -0.1 -0.8
N -1.795 0.911 0.632 1.2 -0.6 -0.3
H 0.065 2.319 0.866 0.0 0.0 -0.1
H 0.992 2.480 -0.539 -0.1 -0.1 0.0
H -2.966 1.418 -1.002 0.2 -0.2 0.1
H -3.842 1.136 0.626 0.3 0.1 0.0
H -1.041 0.079 -2.352 0.0 -0.2 0.0
H -0.162 1.683 -2.512 0.0 0.2 0.1